Entry 1:
Below is an isolated ion of composition C11H23Cl2INO5P2S and charge -1 in a non-equilibrium geometry, with properties calculated with ωB97M-V/def2-TZVPD.

Last column: natural (NBO) charge in e.
CARTESIAN COORDINATES (ANGSTROEM)
N1 -5.924 1.193 0.136  -0.635
C1 -4.898 0.381 0.284  0.150
C2 -4.078 0.337 1.657  -0.526
C3 -2.572 0.916 1.479  0.272
C4 -2.032 1.596 2.860  -0.535
C5 -2.192 0.632 4.132  0.470
O1 -1.485 -0.391 4.197  -0.501
I1 -3.543 1.013 5.805  -0.009
O2 -1.520 -0.074 1.219  -0.828
P1 -0.749 0.124 -0.349  1.200
C6 0.429 -1.243 0.265  -0.749
C7 1.991 -0.950 0.034  -0.400
C8 2.387 -0.502 -1.455  -0.442
C9 3.985 -0.663 -1.706  -0.148
O3 4.635 0.616 -2.075  -0.706
P2 -1.988 -1.505 -1.267  0.471
S1 -2.921 -2.615 0.074  -0.735
O4 -1.916 1.359 -0.838  -0.805
C10 -2.309 2.061 0.371  0.365
O5 -3.291 3.103 0.183  -0.725
H1 -6.092 1.749 0.989  0.316
H2 -4.610 -0.260 -0.617  0.208
H3 -4.069 -0.750 2.009  0.274
H4 -4.560 0.988 2.483  0.202
H5 -0.903 1.807 2.763  0.266
H6 -2.614 2.579 2.970  0.211
H7 0.080 1.265 0.033  -0.164
H8 -0.248 0.243 -1.698  -0.158
H9 0.086 -2.275 -0.132  0.220
H10 0.280 -1.308 1.410  0.255
H11 2.446 -0.199 0.772  0.202
H12 2.546 -1.951 0.229  0.186
H13 1.826 -1.169 -2.197  0.201
H14 2.021 0.575 -1.643  0.225
H15 4.435 -1.131 -0.766  0.219
H16 4.086 -1.409 -2.568  0.197
H17 4.363 0.796 -3.011  0.478
H18 -2.971 -0.983 -2.181  -0.025
H19 -1.108 -2.338 -2.069  -0.035
H20 -1.403 2.641 0.767  0.126
H21 -3.073 3.871 0.753  0.469
C11 7.609 -1.551 -2.720  -0.436
Cl1 6.076 -0.798 -2.232  0.049
Cl2 7.605 -3.298 -2.405  -0.082
H22 7.760 -1.386 -3.786  0.204
H23 8.424 -1.095 -2.158  0.206

Atoms 1-3, force components in eV/Å:
N 2.076 -1.923 0.162
C -1.562 2.025 0.792
C 0.518 0.041 -0.698

As for the spin multiplicity: 1. For the highest occupied orbital energy, the calculation gives -4.2 eV. For the HOMO-LUMO gap, the calculation gives 0.229 Ha. The total charge is -1. The total energy comes out at -3162.672769 a.u.



Entry 2:
Below is a 2-piece molecular cluster, H2N2O3 overall in a non-equilibrium geometry, with properties calculated with ωB97M-V/def2-TZVPD.

Last column: natural (NBO) charge in e.
CARTESIAN COORDINATES (ANGSTROEM)
O1 -0.775 0.505 2.220  -0.376
N1 -0.021 -0.397 1.764  0.315
O2 0.347 -0.201 0.623  -0.419
H1 0.859 -0.952 0.385  0.499
N2 0.797 1.144 -1.104  -0.015
O3 1.999 1.134 -1.278  -0.271
H2 0.341 2.081 -0.886  0.268

Atoms 1-3, force components in eV/Å:
O 2.681 -2.787 -1.943
N -4.508 1.344 8.234
O 0.436 2.115 -4.368

Its energy relative to the best compared isomer or geometry (same formula, charge and spin) is 1.864 eV. As for the spin multiplicity: 1. For the highest occupied orbital energy, the calculation gives -9.5 eV. For the HOMO-LUMO gap, the calculation gives 0.335 Ha. The total energy comes out at -336.196549 a.u. The SMILES is O=NO.N=O.



Entry 3:
Below is C29H48NOP3PdS as an isolated structure in a non-equilibrium geometry, with properties calculated with ωB97M-V/def2-TZVPD.

Last column: Mulliken charge in e.
CARTESIAN COORDINATES (ANGSTROEM)
Pd1 0.261 -0.524 -0.613  0.620
P1 0.793 -2.340 -1.710  0.797
P2 2.583 0.100 0.339  0.751
P3 -1.997 0.603 -0.827  1.086
H1 1.683 2.550 -0.798  0.406
C1 0.722 2.948 -0.442  -0.744
C2 0.456 3.158 0.850  -0.375
H2 1.205 3.082 1.643  0.294
C3 2.011 -1.905 -3.041  -1.370
C4 1.745 -3.436 -0.635  -0.973
C5 -0.748 -3.251 -1.995  -1.102
C6 3.275 1.561 1.271  -1.412
C7 3.254 -1.109 1.580  -1.353
C8 3.990 0.010 -0.873  -1.221
C9 -2.650 2.197 -0.135  -1.319
C10 -3.247 -0.544 -0.117  -1.109
C11 -2.574 0.732 -2.559  -0.328
H3 -0.063 2.931 -1.206  0.388
H4 -0.574 3.258 1.216  0.160
H5 1.528 -2.157 -4.013  0.431
H6 2.897 -2.560 -2.920  0.523
H7 2.382 -0.826 -3.027  0.349
H8 1.638 -4.477 -0.974  0.583
H9 1.352 -3.348 0.385  -0.038
H10 2.816 -3.173 -0.572  0.317
H11 -0.575 -4.232 -2.455  0.508
H12 -1.486 -2.680 -2.574  0.302
H13 -1.231 -3.377 -1.027  0.293
H14 4.365 1.423 1.380  0.537
H15 2.852 1.599 2.283  0.191
H16 3.091 2.521 0.778  0.543
H17 4.350 -0.996 1.621  0.473
H18 3.018 -2.142 1.309  0.363
H19 2.849 -0.929 2.588  0.420
H20 4.897 0.405 -0.392  0.509
H21 3.781 0.625 -1.755  0.351
H22 4.182 -1.019 -1.200  0.322
H23 -3.653 2.412 -0.539  0.527
H24 -2.000 3.048 -0.353  0.517
H25 -2.751 2.123 0.954  0.040
H26 -4.248 -0.252 -0.463  0.452
H27 -3.202 -0.481 0.973  0.251
H28 -3.041 -1.577 -0.415  0.312
H29 -3.479 1.367 -2.553  0.605
H30 -2.822 -0.263 -2.959  0.454
H31 -1.779 1.161 -3.187  -0.734
C12 -0.144 1.220 -5.249  0.901
C13 0.432 0.611 -6.403  -0.293
C14 0.369 1.286 -7.631  -0.562
C15 -0.379 2.459 -7.755  -0.410
C16 -1.208 2.850 -6.704  -0.469
C17 -1.061 2.259 -5.429  -0.299
O1 0.222 0.846 -3.953  -0.171
H32 0.247 -0.132 -3.868  0.028
H33 0.919 -0.369 -6.330  0.400
H34 0.881 0.880 -8.504  0.429
H35 -0.388 3.054 -8.686  0.447
H36 -1.993 3.592 -6.851  0.438
H37 -1.705 2.599 -4.622  0.376
N1 -0.504 -0.739 1.478  -0.023
S1 0.242 -0.536 2.926  0.751
C18 -0.576 0.829 3.747  0.032
C19 -1.920 1.089 3.489  -0.280
C20 -2.507 2.241 4.026  -0.702
C21 -1.754 3.102 4.832  -0.525
C22 -0.401 2.840 5.073  -0.847
C23 0.200 1.710 4.516  -0.192
C24 -0.227 -1.883 4.040  0.760
C25 -0.489 -1.634 5.393  -0.409
C26 -0.881 -2.671 6.245  -0.815
C27 -0.998 -3.979 5.760  -0.478
C28 -0.689 -4.238 4.415  -0.867
C29 -0.275 -3.200 3.565  -0.036
H38 -0.831 -1.721 1.461  0.033
H39 -2.460 0.433 2.805  0.539
H40 -3.558 2.461 3.806  0.489
H41 -2.231 3.981 5.282  0.467
H42 0.193 3.516 5.684  0.494
H43 1.273 1.533 4.610  0.493
H44 -0.424 -0.612 5.757  0.473
H45 -1.108 -2.447 7.287  0.442
H46 -1.324 -4.794 6.416  0.436
H47 -0.775 -5.253 4.011  0.431
H48 -0.021 -3.398 2.525  -0.080

Atoms 1-3, force components in eV/Å:
Pd -0.712 2.998 1.532
P 1.583 -0.764 0.318
P 2.626 -0.176 0.606

Its energy relative to the best compared isomer or geometry (same formula, charge and spin) is 1.723 eV. As for the spin multiplicity: 5. For the highest occupied orbital energy (alpha / beta), the calculation gives -18.8 / -19.0 eV. For the HOMO-LUMO gap (alpha / beta), the calculation gives 0.322 / 0.167 Ha. As for the expectation value of S²: 6.034. The total charge is +4. The total energy comes out at -2812.292935 a.u.